{
  "formula": "C39H43N4O4",
  "method": "ωB97M-V/def2-TZVPD",
  "elements": ["C", "C", "H", "H", "H", "H", "H", "H", "H", "H", "O", "H", "C", "C", "C", "H", "H", "C", "H", "H", "C", "C", "C", "C", "H", "H", "C", "C", "H", "H", "H", "H", "C", "C", "C", "C", "C", "H", "C", "C", "C", "H", "H", "C", "H", "H", "H", "O", "H", "C", "H", "C", "C", "C", "H", "H", "H", "H", "C", "C", "H", "H", "C", "C", "H", "N", "H", "C", "C", "C", "C", "O", "C", "C", "H", "O", "C", "N", "H", "H", "H", "N", "H", "H", "C", "C", "H", "C", "N", "H"],
  "xyz": [[-4.7849, 0.9676, -0.0209], [-1.3607, -3.0580, 1.1834], [2.5352, -5.8024, 3.7739], [-7.2790, 2.1635, -2.7598], [0.3519, 4.3187, 1.5820], [-0.3896, 4.0452, -2.6431], [-8.1349, 1.1530, -0.6397], [6.4605, -1.5787, -0.7200], [1.2518, 3.6166, -2.0865], [7.5138, 0.6966, -0.8314], [-3.7042, 4.4818, -0.2954], [3.9778, -1.8044, -0.7417], [-6.5850, 1.8187, -1.9935], [0.8698, -3.1550, 2.4095], [-2.8359, 1.7520, -1.4074], [0.0567, -3.8301, -0.6454], [-2.3519, 0.7673, -1.4972], [0.7478, -3.0873, -0.2122], [0.6864, 5.2967, -1.9459], [-6.5219, 0.3695, 1.1057], [-5.2118, 1.9478, -2.2013], [-2.1819, 2.5371, -0.2733], [5.6210, 1.6947, -0.9601], [1.3531, -4.4637, 2.5717], [-2.4602, 2.1158, 0.7124], [3.6592, 2.5143, -1.1460], [1.8447, -2.5533, 4.5473], [6.4364, 0.5596, -0.8609], [2.0318, -1.8420, -2.9881], [-1.1392, -4.7069, 2.5663], [0.7803, -3.1045, -3.0452], [-0.6422, 0.5317, -0.4377], [2.4730, -3.6425, -1.7797], [-1.8359, -4.1078, 1.9790], [-1.4325, 6.1814, -0.3256], [4.4310, -0.8138, -0.8298], [1.0263, -2.2428, 3.4554], [0.4146, -0.8194, 0.4581], [3.5676, 0.3265, -0.9333], [5.8255, -0.6935, -0.7993], [-3.6414, -2.5995, 0.4762], [-5.1854, -3.8421, 1.3465], [-4.0677, 0.6379, 0.7370], [4.2219, 1.5900, -1.0301], [1.2274, 5.3331, 0.3995], [2.0221, -1.7829, 5.2977], [1.1122, -5.2272, 1.8248], [0.2069, -1.2416, 1.3102], [1.6587, -0.7910, -0.9242], [-4.3188, 1.5574, -1.2020], [-0.0709, -1.6167, -1.4680], [0.1363, -2.6559, 1.1519], [-2.2699, -2.3216, 0.4205], [2.1363, -3.7120, -0.2850], [3.0476, -4.0711, 5.5098], [1.6783, 3.6283, 0.6108], [3.5219, -3.3971, -1.9642], [-4.8128, 2.3778, -3.1240], [-0.0293, 1.4371, -0.5168], [2.4096, -3.8247, 4.6605], [-3.5576, -5.2051, 2.6667], [-1.9095, -1.5018, -0.2071], [2.1248, 0.2432, -0.8881], [-7.0606, 1.2531, -0.8022], [0.5468, -1.2662, 3.3982], [-0.7240, 2.5870, -0.3829], [-0.8127, 6.6055, 0.4731], [0.3794, 4.2449, -1.8835], [-6.1612, 0.8192, 0.1783], [-2.5699, 4.0154, -0.2811], [1.5239, -2.6121, -2.3991], [7.4977, 2.9984, -0.8695], [2.1366, -4.7901, 3.6853], [-4.1172, -3.6294, 1.2949], [-2.4633, 6.5242, -0.2024], [5.5523, 4.0168, -0.9910], [-0.1902, 3.9643, -0.4849], [0.8431, -1.9981, -1.2131], [-4.3300, -2.0030, -0.1255], [2.1392, -4.7341, 0.0972], [-2.6485, 2.2880, -2.3544], [-1.4069, 4.7367, -0.2667], [1.8421, 2.3441, -0.7496], [2.2970, -4.6156, -2.2481], [0.8374, 4.3255, 0.5975], [-3.2083, -4.3883, 2.0355], [-1.0489, 6.5443, -1.2888], [1.3461, 1.3754, -0.7302], [6.2453, 2.9759, -0.9416], [2.8497, -3.1459, 0.3278]],
  "forces_ev_per_angstrom": [[-0.327, 0.198, -0.322], [0.072, -0.057, 0.212], [-0.122, 0.316, 0.055], [0.134, -0.143, 0.226], [0.181, -0.027, -0.212], [0.242, 0.080, 0.137], [0.331, 0.032, -0.040], [-0.340, 0.244, -0.013], [-0.172, 0.251, -0.078], [-0.242, -0.148, 0.034], [1.593, -0.867, 0.086], [0.215, 0.418, -0.039], [0.078, -0.202, 0.214], [-0.023, -0.477, 0.030], [0.011, -0.050, -0.435], [0.086, -0.045, 0.307], [-0.081, 0.197, 0.032], [-0.543, -0.869, -0.591], [-0.073, -0.335, -0.017], [0.047, 0.148, -0.316], [-0.041, 0.045, 0.342], [-0.589, 0.098, 0.652], [-1.376, -1.727, 0.033], [0.120, 0.318, 0.096], [0.111, 0.161, -0.447], [0.274, -0.217, 0.061], [-0.328, -0.217, -0.183], [-0.534, 0.128, -0.019], [-0.053, 0.005, 0.113], [-0.281, 0.237, -0.119], [0.249, 0.189, 0.137], [0.177, 0.400, 0.003], [0.240, -0.501, -0.296], [-0.247, 0.132, -0.193], [0.358, 0.421, -0.032], [-0.587, 0.444, 0.031], [0.575, -0.048, 0.254], [-0.011, -0.583, 0.708], [2.111, 0.745, -0.206], [-0.217, 0.145, -0.072], [0.260, 0.002, -0.064], [0.305, 0.067, -0.018], [-0.337, 0.044, -0.147], [0.528, -0.232, 0.175], [-0.120, -0.319, 0.066], [-0.049, -0.318, -0.069], [0.224, 0.247, 0.306], [-0.081, 0.992, -1.323], [0.380, 0.866, 0.124], [-0.104, -0.139, 0.029], [0.107, -0.434, -0.074], [-0.388, -0.063, 0.712], [-0.399, -0.234, 0.189], [0.203, 0.227, 0.266], [-0.172, 0.066, -0.242], [-0.103, 0.250, 0.093], [-0.134, -0.054, 0.024], [-0.253, -0.070, 0.285], [-1.416, 1.612, 0.123], [-0.026, 0.016, -0.171], [0.056, 0.225, -0.156], [-0.189, -0.142, 0.166], [-0.082, 1.297, 0.603], [0.221, 0.086, -0.124], [0.346, -0.348, 0.048], [1.268, -2.377, -0.293], [-0.171, -0.045, -0.125], [-0.176, -0.150, -0.137], [0.191, 0.020, -0.114], [-0.951, 0.763, -0.050], [-0.663, 0.186, 0.341], [-2.638, -0.096, -0.143], [-0.243, 0.110, -0.142], [0.319, 0.035, -0.047], [0.209, -0.222, -0.020], [0.924, -2.270, 0.081], [0.305, 0.866, -0.037], [-0.917, -1.664, -0.406], [0.141, -0.191, 0.205], [0.056, 0.216, -0.170], [-0.075, -0.212, 0.277], [-0.654, -0.360, -0.166], [-0.155, -0.460, 0.099], [0.096, 0.141, 0.067], [-0.147, -0.184, 0.229], [0.178, 0.161, -0.186], [-0.168, -0.045, 0.189], [1.498, 0.099, -0.289], [2.133, 3.264, -0.076], [-0.160, -0.067, -0.039]],
  "mol_weight_g_mol": 631.797,
  "orbital_gap_ha": 0.2384,
  "total_charge": 1,
  "homo_energy_ha": -0.4139,
  "energy_ev": -55281.23338
}